1.
{"formula": "C3H8N2O2", "method": "ωB97M-V/def2-TZVPD", "homo_energy_ev": -9.215, "relative_energy_kcal_mol": 114.0, "gap_ev": 9.68, "lumo_energy_ha": 0.0169, "mol_weight_g_mol": 104.1, "smiles": "[H]/N=C(\\N)[C@H](O)CO", "largest_force_ev_per_a": 8.85, "species": ["H", "N", "N", "H", "H", "O", "C", "C", "O", "H", "C", "H", "H", "H", "H"], "positions_angstrom": [[-0.908213, 1.593441, 0.414548], [-1.926279, -1.203934, -0.141409], [-1.306494, 0.719626, 0.758963], [-2.248471, 0.823251, 0.898056], [-3.062337, -0.848980, 0.091497], [2.053119, -0.496860, 1.126714], [0.338162, 0.041374, -0.613389], [-0.933695, -0.270472, -0.006944], [0.770336, -1.039809, -1.576886], [1.236033, 1.518823, 0.810259], [1.416617, 0.460146, 0.345845], [0.149554, -1.892199, -1.519586], [-0.099706, 0.952697, -0.953484], [2.357581, -1.310051, 0.676843], [2.163794, 0.952948, -0.311028]], "atomic_forces_ev_per_a": [[-0.23, 0.25, 0.96], [0.60, 1.29, -1.21], [2.13, 4.54, 1.34], [-2.52, 0.02, 0.65], [4.76, -0.85, -0.30], [-0.39, -0.30, 1.13], [0.73, -4.08, -0.76], [-7.27, -4.95, 0.97], [-1.67, -0.08, 1.39], [-0.54, -2.56, 0.55], [2.22, 2.39, -1.69], [1.44, 3.15, 0.25], [1.07, 0.97, -2.46], [-0.57, 1.04, -0.34], [0.24, -0.82, -0.50]]}


2.
{"formula": "C3H8N2O2", "method": "ωB97M-V/def2-TZVPD", "homo_energy_ev": -9.834, "relative_energy_kcal_mol": 13.5, "gap_ev": 10.68, "lumo_energy_ha": 0.0311, "mol_weight_g_mol": 104.1, "smiles": "O=C1NCCO1.N", "largest_force_ev_per_a": 0.50, "species": ["H", "O", "H", "O", "C", "C", "C", "H", "H", "H", "N", "H", "H", "H", "N"], "positions_angstrom": [[-2.667690, -0.740321, 0.682398], [-1.394462, 0.817024, 0.290651], [-1.062898, -0.858674, 1.462254], [0.135161, 2.035852, -0.816893], [-1.598527, -0.574555, 0.546678], [-1.000831, -1.237401, -0.691700], [-0.351157, 0.961970, -0.575822], [2.039188, 1.637743, 0.147889], [0.986512, -0.477145, -0.842061], [-1.749943, -1.302140, -1.488590], [0.018334, -0.278904, -1.092299], [-0.596697, -2.234916, -0.513849], [1.800512, 0.836195, 1.537036], [3.221694, 0.662709, 0.738287], [2.220811, 0.752566, 0.616019]], "atomic_forces_ev_per_a": [[0.12, -0.03, -0.05], [-0.02, 0.14, -0.11], [-0.08, 0.10, -0.12], [-0.26, -0.41, 0.10], [-0.08, -0.23, 0.05], [-0.13, -0.17, 0.02], [0.13, 0.39, -0.09], [0.06, -0.16, -0.01], [-0.15, 0.08, -0.15], [0.07, -0.09, 0.11], [0.02, 0.17, 0.02], [0.01, 0.15, 0.04], [0.15, -0.02, -0.02], [0.00, 0.01, 0.10], [0.16, 0.07, 0.10]]}


3.
{"formula": "C3H8N2O2", "method": "ωB97M-V/def2-TZVPD", "homo_energy_ev": [-6.704, -6.708], "relative_energy_kcal_mol": 212.1, "gap_ev": [7.08, 7.10], "lumo_energy_ha": [0.0140, 0.0143], "mol_weight_g_mol": 104.1, "largest_force_ev_per_a": 4.41, "species": ["O", "H", "H", "H", "C", "N", "H", "H", "C", "H", "C", "H", "O", "H", "N"], "positions_angstrom": [[0.268142, -1.480799, 1.538100], [-1.630109, -0.812528, 0.175313], [-2.524441, 1.308923, -0.688114], [-0.904983, 1.943475, -0.984793], [-1.482202, 1.271641, -0.349215], [2.671673, -0.513438, 0.297229], [1.112849, 0.470445, -0.944879], [0.822175, 0.783001, 0.889207], [0.927077, 0.102382, 0.053268], [-1.454688, 1.637651, 0.677202], [-1.014045, -0.169079, -0.445145], [0.160952, -2.439716, 1.576820], [3.513908, -0.306812, -0.498654], [-0.976158, -0.542227, -1.463746], [0.509850, -1.252918, 0.167408]], "atomic_forces_ev_per_a": [[0.07, 0.05, -0.38], [-0.24, 0.04, -0.13], [0.13, -0.20, 0.04], [0.02, 0.00, 0.06], [0.67, 0.07, 0.23], [-0.49, 0.30, 0.27], [-0.43, 0.10, -0.12], [-0.26, 0.00, -0.09], [4.28, -0.86, 0.66], [-0.01, 0.05, -0.03], [-0.72, -2.21, 0.01], [-0.04, 0.09, -0.02], [-0.40, 0.35, -0.15], [-0.06, 0.03, 0.00], [-2.53, 2.20, -0.35]]}


- Number 1 is which compound?
  C3H8N2O2